No. 1
# C14H27FNO6

A 2-piece molecular cluster, C14H27FNO6 overall in a non-equilibrium geometry (the ωB97M-V functional and the def2-TZVPD basis, OMol25).

Properties
* E_tot: -31447.2593 eV
* charge: -1

```
49
Properties=species:S:1:pos:R:3:nbo_charge:R:1
C -0.623 0.041 1.845 -0.62
C -1.639 0.156 0.577 -0.42
C -1.742 -1.314 -0.046 -0.41
C -2.066 -1.369 -1.614 -0.04
C -3.693 -1.391 -1.743 -0.63
N -1.613 -0.192 -2.390 -0.66
C -0.178 -0.224 -2.735 0.41
F 0.710 -0.289 -1.609 -0.38
C 0.259 -1.372 -3.755 -0.46
C 1.818 -1.797 -3.606 -0.41
C 2.826 -0.622 -3.992 -0.09
O 4.158 -1.072 -4.351 -0.57
C 4.990 0.074 -4.624 -0.26
C 0.132 1.203 -3.459 0.70
O 0.515 2.174 -2.731 -0.72
O -0.044 1.417 -4.801 -0.83
H 0.452 0.019 1.442 0.22
H -0.861 -0.907 2.437 0.19
H -0.755 1.004 2.437 0.20
H -2.670 0.529 0.887 0.18
H -1.161 0.926 -0.120 0.26
H -2.447 -1.969 0.589 0.19
H -0.701 -1.799 0.086 0.21
H -1.720 -2.382 -2.006 0.17
H -4.120 -0.322 -1.818 0.22
H -4.122 -1.832 -0.770 0.20
H -4.050 -2.055 -2.597 0.20
H -2.175 -0.047 -3.244 0.40
H -0.321 -2.359 -3.630 0.19
H 0.100 -1.077 -4.858 0.26
H 2.061 -2.168 -2.544 0.20
H 2.074 -2.688 -4.294 0.20
H 2.388 -0.006 -4.850 0.20
H 2.955 0.061 -3.069 0.18
H 4.733 0.592 -5.607 0.17
H 4.881 0.803 -3.737 0.18
H 6.101 -0.202 -4.675 0.18
C -1.755 0.465 7.979 -0.26
O -1.004 0.536 6.769 -0.49
C -0.371 1.707 6.583 0.98
O -0.395 2.652 7.332 -0.65
O 0.291 1.639 5.419 -0.49
C 1.016 2.822 5.086 -0.26
H -2.220 -0.519 8.023 0.19
H -1.100 0.578 8.846 0.19
H -2.543 1.222 7.988 0.19
H 1.781 3.029 5.838 0.19
H 0.339 3.672 4.980 0.19
H 1.510 2.652 4.129 0.21
```



No. 2
# C2H10NSi

An isolated ion of composition C2H10NSi and charge +1 in a non-equilibrium geometry (the ωB97M-V functional and the def2-TZVPD basis, OMol25).

Properties
* E_tot: -11594.8725 eV
* charge: +1

```
14
Properties=species:S:1:pos:R:3:nbo_charge:R:1
C -0.658 1.292 0.389 -0.65
C -0.251 -0.160 0.518 -0.33
N -1.040 -1.015 -0.373 -0.70
Si 1.889 -0.301 -0.285 0.74
H -1.764 1.450 0.081 0.22
H -0.586 1.767 1.304 0.25
H -0.027 1.758 -0.279 0.22
H -0.104 -0.585 1.569 0.25
H -0.471 -1.881 -0.463 0.45
H -1.237 -0.494 -1.273 0.45
H -2.007 -1.288 -0.077 0.43
H 2.299 -1.374 0.633 -0.11
H 1.974 1.172 0.078 -0.12
H 1.983 -0.343 -1.824 -0.10
```



No. 3
# C4H14N2O

A 2-piece molecular cluster, C4H14N2O overall in a non-equilibrium geometry (the ωB97M-V functional and the def2-TZVPD basis, OMol25).

Properties
* E_tot: -9384.9104 eV
* charge: +2

```
21
Properties=species:S:1:pos:R:3:nbo_charge:R:1
C -1.528 0.499 1.121 -0.26
C -0.833 -0.751 0.617 -0.47
C 0.020 -0.552 -0.590 -0.26
C 2.295 -1.132 -1.210 0.15
N 1.368 -1.022 -0.327 -0.37
N -2.913 0.689 0.586 -0.67
H -1.564 0.608 2.219 0.27
H -0.887 1.410 0.949 0.25
H -0.373 -1.341 1.456 0.28
H -1.732 -1.434 0.297 0.25
H -0.332 -0.999 -1.523 0.26
H 0.106 0.544 -0.803 0.25
H 2.259 -1.041 -2.306 0.26
H 3.298 -1.215 -0.806 0.24
H 1.578 -1.122 0.652 0.45
H -3.256 1.642 0.669 0.46
H -3.534 0.063 1.078 0.46
H -2.898 0.596 -0.431 0.45
H 3.388 0.910 -0.886 0.47
H 2.822 2.304 -0.398 0.51
O 2.716 1.345 -0.364 -0.98
```



Number 1: gap between HOMO and LUMO 6.49 eV. Number 2: gap between HOMO and LUMO 10.11 eV. Number 3: gap between HOMO and LUMO 10.50 eV.